[1]
C31H51BN2O14 | the ωB97M-V functional and the def2-TZVPD basis

XYZ file:
```
99
C31H51BN2O14 the ωB97M-V functional and the def2-TZVPD basis
O -3.95178 1.64233 4.82283
O -2.82459 2.33027 2.99035
O 1.98855 -2.47264 5.46690
O -3.00739 3.68482 4.66008
O -8.09724 3.89154 6.41140
O 2.13378 -2.01127 3.36386
O -10.19975 3.15167 6.04879
O 8.31432 0.25887 -1.40637
O 6.19499 -0.44046 -1.75846
O 2.74329 0.00379 -1.70673
O 1.44741 -0.39082 4.77898
O 2.11651 -4.15359 -0.33147
O 7.78172 -1.33494 -2.91515
O -8.58044 2.23129 4.95896
N 1.04172 1.42458 -4.79584
N -2.66652 -0.29698 -2.94195
C -3.34103 -2.52353 -3.55114
C -3.57024 -1.26391 -3.01821
C 5.74578 0.48380 -0.76094
C 1.11812 -3.14019 -2.27350
C 1.98756 1.98657 -3.79483
C 2.37062 -3.31093 -1.44086
C 1.81977 -1.51293 4.55902
C 1.36858 1.88735 -2.42341
C -3.32099 2.47023 4.21830
C 9.16888 -1.43743 -3.24223
C 7.50955 -0.43503 -1.96809
C 0.07068 1.70645 0.07015
C -0.31907 2.68271 -0.84135
C 0.56110 -1.80996 -6.11886
C 0.53367 -0.31166 -6.46667
C 1.99853 -1.08073 2.29026
C 1.68256 -2.07338 6.80451
C -8.88004 3.16209 5.86024
C -10.66285 4.11081 7.00054
C -3.49795 3.97716 5.97263
C 1.74199 0.92102 -1.48510
C 1.10306 0.83187 -0.24839
C -7.18331 2.13303 4.66562
C -1.45085 -0.57282 -3.42901
C 1.64102 0.48506 -5.74907
C -2.07993 -2.80167 -4.05649
C 1.49165 -2.65688 -3.68844
C 0.33220 2.76003 -2.07033
C -1.11492 -1.79979 -3.99927
C 3.26636 -4.36561 0.44654
C -3.08648 1.06041 2.38986
B 0.33045 -2.07426 -4.57217
H -2.63935 0.25838 2.97476
H -4.12450 -3.26186 -3.57463
H 0.63895 -4.11075 -2.36272
H 1.48913 -2.25273 -6.47942
H 9.54491 -0.48972 -3.62268
H -6.81225 3.07149 4.25674
H -4.15680 0.89340 2.28529
H 1.40249 0.07207 0.45274
H 6.19240 0.25704 0.20577
H -1.85644 -3.76792 -4.48460
H -3.07972 3.28444 6.70010
H -2.63123 1.08384 1.40408
H 1.86253 -2.94301 7.42947
H 2.74525 -2.33794 -1.11611
H -0.72351 0.22160 -3.37178
H 0.66828 -0.20952 -7.54127
H -6.61783 1.86496 5.55468
H -10.22702 3.92184 7.97966
H 2.92489 -0.05949 -2.64764
H 2.33745 -1.96539 -3.63666
H 4.66924 0.36784 -0.70269
H -3.17027 4.98696 6.20006
H 2.91564 1.42620 -3.84233
H 9.24361 -2.19628 -4.01559
H 2.66319 -0.22947 2.43236
H 2.27877 -1.61161 1.38373
H -0.27466 -2.29256 -6.63257
H 0.96792 -0.73979 2.20283
H -10.42284 5.12134 6.67561
H 1.88041 -3.51829 -4.24087
H 4.18370 -4.30824 -0.14181
H 2.31602 -0.19262 -5.23311
H 3.24245 -5.34156 0.92172
H 0.67370 2.19388 -5.33898
H 2.23612 1.00141 -6.50975
H 3.35385 -3.61991 1.24058
H -7.07487 1.34784 3.92380
H -1.11589 3.36954 -0.61249
H 2.17047 3.03613 -4.01029
H -0.42369 1.61917 1.02354
H 0.01709 3.52230 -2.77048
H -11.74100 3.99114 7.05239
H 3.13877 -3.77730 -2.06868
H 0.43386 -2.44822 -1.78940
H 9.74673 -1.74415 -2.37268
H 2.32982 -1.25705 7.11896
H -0.42884 0.13178 -6.22623
H 5.98575 1.50611 -1.04968
H -4.55582 -1.04049 -2.63224
H -4.58548 3.93275 5.99653
H 0.63961 -1.77396 6.88656
```

Output
Orbital gap in eV: 9.242
Energy relative to the best compared isomer or geometry (same formula, charge and spin) in kJ/mol: 0.00
SMILES: COCCCB(CCCNCc1ccccc1O)c1cccnc1.COC(=O)OC.COC(=O)OC.COC(=O)OC.COC(=O)OC
Molar mass in g mol⁻¹: 686.6
HOMO in eV: -8.788
Total energy in Ha: -2399.55213



[2]
C31H51Cl2FeN3P2 | the ωB97M-V functional and the def2-TZVPD basis

XYZ file:
```
90
C31H51Cl2FeN3P2 the ωB97M-V functional and the def2-TZVPD basis
Fe 0.00350 0.01194 1.25207
Cl -1.88359 -1.07018 0.74664
Cl 2.14664 -0.23607 0.79280
P 0.10599 -0.44550 -1.51165
P 0.03802 -0.84839 3.93743
N 0.44127 -2.63590 6.07630
N 1.05645 -0.29060 6.49282
N -1.31177 -0.94769 6.40433
C -0.90734 -2.35271 6.60188
C -1.20097 5.24519 2.62431
C -1.66939 1.72532 -1.80189
C 1.14577 -3.09184 -1.93065
C -0.60017 5.71564 1.44027
C 1.03597 -4.41688 -2.71084
C 0.25835 3.49075 0.98054
C 1.17458 0.10355 5.08842
C -0.47668 1.54045 2.30816
C -2.47483 1.00183 -4.55586
C -2.91798 2.33413 -3.95220
C -1.51334 -0.64262 4.98919
C -1.08527 3.91254 2.98114
C -1.32940 0.37322 -2.41898
C -1.17468 0.48967 -3.93893
C -1.40399 -2.90051 -1.94557
C 1.89696 -0.38909 -3.89567
C 3.54244 1.54925 -4.23124
C 1.41374 -1.71040 6.68927
C 1.67841 0.08387 -2.44789
C -0.28577 -5.14211 -2.47715
C 3.26841 0.05349 -4.41261
C 3.22219 2.03056 -2.81096
C -0.42702 2.94650 2.10534
C -2.95790 2.29190 -2.41877
C 1.82048 1.59733 -2.36353
C 0.47047 -2.53751 4.61013
C -0.06867 -2.19010 -2.20340
C -0.30607 -0.04417 6.99980
C -1.48039 -4.22680 -2.71867
C 0.13354 4.83637 0.62833
H 1.42348 -1.91163 7.77304
H -0.96842 1.22107 3.26549
H -0.89329 -2.55463 7.68708
H -2.41174 -4.74282 -2.47319
H -1.86374 0.39283 4.90528
H 0.87412 2.80723 0.39805
H 2.40795 -1.88852 6.25056
H 3.36388 -0.22656 -5.46692
H -0.31574 -5.51500 -1.44661
H -1.53153 -3.99273 -3.78676
H 1.81407 -1.47899 -3.99573
H -0.91196 -0.46853 -4.41027
H -3.79698 1.65871 -2.10642
H 1.12736 0.03422 -4.55103
H -0.58367 0.98321 6.74883
H -3.91235 2.59003 -4.33609
H -1.78046 1.63100 -0.71281
H 1.47662 -2.80600 4.28330
H 2.08146 -2.59135 -2.22089
H -1.75652 5.94226 3.26293
H 1.63099 1.94998 -1.34166
H -1.55999 -3.06443 -0.87444
H -2.35102 1.08910 -5.63970
H -0.83920 2.42706 -1.97482
H 0.92097 1.16246 4.97092
H -1.64241 -3.00151 6.09494
H 1.87704 -5.06473 -2.44985
H -2.15244 -0.32848 -2.20522
H 1.07134 2.07192 -3.01650
H 2.95630 2.13195 -4.95789
H 3.95191 1.59956 -2.11568
H 0.61807 5.19871 -0.28730
H -2.24270 -2.26950 -2.26866
H 2.19958 -0.09674 4.75876
H 1.24743 -3.30198 -0.85786
H -0.24241 -3.26665 4.21931
H -3.25328 0.25203 -4.37392
H -2.25817 -1.33878 4.58713
H -1.50546 3.56485 3.93596
H -0.07038 -1.95903 -3.28431
H -0.36627 1.19654 -4.16466
H -0.35196 -6.01353 -3.13647
H 4.59931 1.74846 -4.44647
H 3.30257 3.12021 -2.73481
H -3.13793 3.29116 -2.01063
H -0.69954 6.76087 1.15199
H -0.30179 -0.20778 8.08527
H 1.13580 -4.19913 -3.78028
H 2.45043 -0.38075 -1.81125
H -2.23978 3.13523 -4.27960
H 4.03249 -0.50527 -3.86282
```

Output
Orbital gap (spin up / spin down) in eV: 5.963 / 7.172
Total charge: -1
Molar mass in g mol⁻¹: 654.5
HOMO (spin up / spin down) in eV: -3.260 / -4.472
Spin multiplicity: 6
<S²>: 8.805
Total energy in Ha: -4242.99082